(1)
A 6-piece molecular cluster, C25H66N6O10 overall in a non-equilibrium geometry, computed with wB97M-V/def2-TZVPD.

E	-2072.87251	Ha
SMILES string	COCCNCCOC.COCCNCCOC.COCCNCCOC.COCCNCCOC.NC(N)=O.O
energy above the lowest of the compared OMol25 structures with the same formula, charge and spin	128.5	kJ/mol
charge	0

Geometry (Å):
C 0.85 1.77 4.48
O 2.16 2.19 3.92
C 3.20 1.22 3.83
C 4.33 1.92 3.25
N 3.93 2.61 1.99
C 4.96 3.48 1.41
C 4.52 4.00 -0.02
O 3.27 4.76 0.12
C 2.75 5.08 -1.15
H 0.18 2.44 3.94
H 0.81 1.85 5.57
H 0.69 0.70 4.20
H 2.87 0.30 3.32
H 3.54 0.91 4.83
H 5.15 1.23 3.00
H 4.70 2.67 3.96
H 3.18 3.17 2.37
H 5.84 2.86 1.31
H 5.25 4.33 2.01
H 4.46 3.22 -0.77
H 5.33 4.69 -0.30
H 2.79 4.29 -1.85
H 3.29 5.92 -1.59
H 1.71 5.40 -1.02
C -0.63 -1.42 3.15
O 0.73 -1.45 3.06
C 1.23 -2.78 2.82
C 2.70 -2.66 2.29
N 3.64 -2.26 3.34
C 5.04 -2.40 3.01
C 5.97 -2.23 4.18
O 6.02 -0.81 4.58
C 6.61 -0.52 5.75
H -0.98 -1.61 4.17
H -1.11 -2.17 2.52
H -1.03 -0.41 2.83
H 0.69 -3.25 2.00
H 1.29 -3.44 3.70
H 2.72 -2.08 1.38
H 3.01 -3.73 2.13
H 3.46 -1.28 3.55
H 5.33 -1.87 2.07
H 5.16 -3.52 2.72
H 7.02 -2.54 4.07
H 5.55 -2.83 5.00
H 6.01 -0.95 6.61
H 6.57 0.58 5.84
H 7.69 -0.82 5.84
C -8.14 -2.84 -1.29
O -7.64 -1.50 -1.39
C -7.22 -0.97 -0.16
C -6.27 0.18 -0.52
N -5.09 -0.27 -1.29
C -4.74 0.47 -2.55
C -3.53 1.25 -2.33
O -3.26 1.86 -3.56
C -2.56 3.08 -3.38
H -7.44 -3.61 -0.86
H -8.52 -3.16 -2.27
H -9.01 -2.81 -0.61
H -6.60 -1.68 0.43
H -8.03 -0.62 0.52
H -5.96 0.72 0.37
H -6.78 0.97 -1.03
H -5.34 -1.21 -1.61
H -5.54 1.09 -2.87
H -4.62 -0.25 -3.36
H -2.64 0.68 -1.97
H -3.72 2.06 -1.60
H -1.92 3.21 -4.26
H -1.89 3.03 -2.53
H -3.22 3.99 -3.26
C 0.37 -1.02 -6.84
O -0.27 -2.29 -6.65
C -1.68 -2.22 -6.64
C -2.28 -1.66 -5.36
N -1.95 -2.55 -4.25
C -2.47 -2.21 -2.91
C -1.71 -2.94 -1.78
O -0.31 -2.64 -1.87
C 0.06 -1.33 -1.64
H -0.10 -0.20 -6.34
H 0.35 -0.80 -7.91
H 1.39 -1.13 -6.54
H -2.13 -3.19 -6.81
H -1.96 -1.56 -7.49
H -3.42 -1.74 -5.44
H -2.05 -0.60 -5.17
H -0.94 -2.61 -4.22
H -3.56 -2.44 -2.87
H -2.39 -1.13 -2.65
H -1.73 -3.99 -1.96
H -2.07 -2.72 -0.79
H 0.03 -0.68 -2.50
H 1.07 -1.26 -1.23
H -0.61 -0.92 -0.87
N 0.15 3.24 0.80
C 0.10 1.83 0.87
N 1.29 1.17 0.77
O -0.99 1.24 1.02
H -0.74 3.68 0.86
H 1.03 3.84 0.78
H 2.18 1.66 0.97
H 1.30 0.17 0.94
O -2.98 -0.72 0.76
H -2.31 -0.04 0.98
H -3.41 -0.45 -0.06

(2)
One molecule with the formula CH4ClN2P in a non-equilibrium geometry, computed with wB97M-V/def2-TZVPD.

E	-951.49651	Ha
SMILES string	C/N=N/PCl
energy above the lowest of the compared OMol25 structures with the same formula, charge and spin	0.0	kJ/mol
charge	0

Geometry (Å):
C 1.61 0.25 -0.27
N 0.42 -0.58 -0.19
N -0.66 0.11 -0.14
P -2.12 -0.79 -0.01
Cl -3.41 0.73 0.09
H 1.57 1.31 -0.62
H 2.23 -0.24 -1.08
H 2.26 0.22 0.78
H -1.90 -1.02 1.45